Record 1
Computed, not measured: a molecular structure, C14H18As2LiO8S3Sb, with ωB97M-V/def2-TZVPD.

The geometry in XYZ format:
```
47
Properties=species:S:1:pos:R:3:forces:R:3
Li 1.633 -2.881 1.495 0.4580 -0.1359 0.1890
S 4.127 -4.095 -2.707 -0.0727 0.1100 0.1211
Sb 2.934 -3.406 -0.941 0.0942 -0.1096 -0.0894
S 1.209 -4.636 -0.077 0.0753 0.1524 -0.0464
S 3.826 -2.215 0.820 -0.0236 -0.1015 -0.2133
C -0.139 -2.248 3.881 0.1263 0.0305 -0.0396
O 0.512 -1.706 2.726 -0.2306 -0.1411 -0.0765
C -0.265 -1.769 1.544 -0.0354 0.2398 0.1251
O -1.274 -2.433 1.548 -0.2396 0.0136 -0.0712
C 0.433 -1.145 0.452 0.0949 0.1398 0.1975
C -0.148 -1.067 -0.832 0.0222 -0.0866 -0.2713
As -1.715 0.027 -1.126 -0.0414 0.1851 0.0737
C -2.902 -0.313 0.404 0.0267 -0.0795 0.0515
C -0.948 1.664 -0.215 -0.2003 -0.1221 0.1486
C 0.161 1.689 0.533 0.4061 0.2468 -0.0833
As 1.654 0.322 0.892 -0.3309 0.0584 0.0081
C 2.535 0.842 -0.774 0.1049 -0.0265 -0.0588
C 0.645 2.947 1.206 -0.1403 -0.1245 0.0211
O 1.306 3.770 0.629 0.0851 0.0450 -0.1003
O 0.484 3.040 2.539 -0.1490 -0.0978 0.0683
C -0.479 2.181 3.160 0.0542 -0.0211 -0.0301
C -1.780 2.929 -0.135 0.1328 0.0531 -0.2988
O -1.809 3.600 0.867 -0.1413 -0.0564 0.0779
O -2.508 3.395 -1.173 -0.1383 -0.1746 -0.0523
C -2.543 2.841 -2.489 0.1484 0.0920 0.0793
C 0.672 -1.320 -1.957 -0.1850 0.0214 0.0137
O 1.837 -1.808 -1.958 0.1406 -0.2342 0.2943
O 0.163 -1.028 -3.161 -0.0681 0.0926 -0.2022
C 0.957 -1.413 -4.294 -0.0810 -0.0074 0.0129
H 0.496 -1.996 4.726 0.0229 0.0033 -0.0137
H -0.253 -3.328 3.802 -0.0020 -0.0394 -0.0380
H -1.126 -1.810 4.003 -0.0518 0.0546 -0.0022
H -3.272 -1.334 0.365 -0.0105 0.0198 -0.0232
H -3.737 0.387 0.328 0.0226 0.0253 -0.0537
H -2.392 -0.156 1.351 -0.0183 -0.0077 -0.0069
H 1.879 0.782 -1.636 -0.0609 0.0354 -0.0355
H 3.416 0.224 -0.922 0.0109 -0.0382 0.0312
H 2.824 1.883 -0.625 -0.0180 0.0090 0.0252
H -0.474 2.447 4.213 0.0211 0.0285 0.0510
H -0.200 1.131 3.058 0.0631 -0.0368 0.0044
H -1.468 2.351 2.737 0.0528 0.0213 0.0096
H -3.002 3.608 -3.108 0.0485 0.0579 0.0107
H -3.150 1.944 -2.530 -0.0709 -0.1036 0.0358
H -1.548 2.617 -2.867 0.1099 -0.0302 0.0378
H 0.395 -1.086 -5.164 -0.0443 0.0146 0.0253
H 1.102 -2.491 -4.319 -0.0072 -0.0349 0.0505
H 1.933 -0.936 -4.271 0.0399 0.0593 0.0433
```
Positions in Å, forces in eV/Å.

Computed properties:
- frontier orbital gap (alpha / beta) (Eh) = 0.2697 / 0.2263
- total charge = -1
- expectation value of S² = 0.76
- LUMO level (alpha / beta) (eV) = 2.20 / 0.74
- 2S+1 = 2

Results of the Mulliken charge analysis, in e, for atoms 1 through 6: atom 1 (Li): 0.763, atom 2 (S): -0.616, atom 3 (Sb): 1.049, atom 4 (S): -0.637, atom 5 (S): -0.656, atom 6 (C): -0.878


Record 2
Computed, not measured: a molecular structure, C14H18AuNSSe2, with ωB97M-V/def2-TZVPD.

The geometry in XYZ format:
```
37
Properties=species:S:1:pos:R:3:forces:R:3
Au -0.163 -0.208 -0.738 -0.0237 0.1350 -0.0252
C -1.213 0.980 2.348 -0.1137 -0.0979 -0.0407
C 0.094 0.265 2.370 0.0142 -0.0298 -0.0638
C 0.826 0.239 3.569 -0.0089 0.0556 0.0200
C 1.996 -0.456 3.653 0.0206 0.0025 0.0362
C 2.425 -1.224 2.556 -0.0337 -0.0157 -0.0860
C 3.593 -2.023 2.590 -0.0107 0.0196 0.0473
C 3.938 -2.787 1.515 0.0484 -0.0724 0.0087
C 3.118 -2.811 0.373 0.0020 -0.0074 -0.0693
C 1.978 -2.049 0.324 -0.0021 0.0874 0.0442
S 0.830 -2.266 -0.981 -0.0195 -0.0638 -0.0131
C 1.639 -1.195 1.389 -0.0500 0.0366 0.0739
N 0.531 -0.369 1.281 0.0863 -0.0971 0.0598
H -1.409 1.455 3.304 -0.0192 -0.0158 -0.0071
H -2.019 0.274 2.136 -0.0170 0.0072 0.0030
H -1.222 1.749 1.587 0.0273 0.2446 -0.1269
H 0.444 0.792 4.414 0.0023 -0.0006 0.0019
H 2.578 -0.449 4.566 0.0073 -0.0036 0.0067
H 4.204 -2.012 3.483 0.0055 0.0096 0.0049
H 4.831 -3.395 1.538 0.0051 0.0048 -0.0079
H 3.374 -3.453 -0.459 -0.0026 -0.0057 -0.0103
C -2.193 -0.959 -3.354 0.0010 0.0334 -0.0282
Se -0.332 -0.431 -3.169 0.0253 -0.0660 -0.0601
C -0.426 1.450 -3.685 0.0348 0.0187 -0.0871
C -1.465 2.221 -2.928 -0.0489 0.0684 0.1279
Se -1.170 2.176 -0.986 -0.0853 -0.0362 0.0607
C -3.073 2.289 -0.525 0.0918 -0.0958 0.0301
H -2.445 -0.874 -4.410 0.0059 -0.0048 0.0036
H -2.842 -0.342 -2.740 -0.0111 -0.0155 0.0039
H -2.248 -2.000 -3.043 0.0073 0.0036 0.0013
H -0.638 1.448 -4.757 -0.0077 -0.0397 0.0163
H 0.583 1.839 -3.551 0.0075 -0.0440 0.0337
H -2.468 1.841 -3.106 -0.0176 0.0193 -0.0169
H -1.440 3.276 -3.203 0.0116 -0.0175 -0.0140
H -3.551 1.317 -0.592 0.0146 0.0031 -0.0043
H -3.501 2.988 -1.240 0.0001 0.0084 0.0080
H -3.163 2.703 0.473 0.0530 -0.0287 0.0688
```
Positions in Å, forces in eV/Å.

Computed properties:
- frontier orbital gap (Eh) = 0.2212
- total charge = +2
- LUMO level (eV) = -8.43

Results of the Mulliken charge analysis, in e, for atoms 1 through 6: atom 1 (Au): 0.578, atom 2 (C): -1.054, atom 3 (C): 1.123, atom 4 (C): -0.597, atom 5 (C): -0.668, atom 6 (C): 1.143


Record 3
Computed, not measured: a molecular structure, C14H18BF6N5O6S4V, with ωB97M-V/def2-TZVPD.

The geometry in XYZ format:
```
55
Properties=species:S:1:pos:R:3:forces:R:3
V 0.092 0.255 0.172 0.1050 -2.0985 0.3285
F -2.470 3.721 2.093 -0.0644 0.0390 -0.0330
C -1.253 4.096 1.756 0.0764 -0.0380 -0.0448
F -0.418 3.891 2.745 0.1272 0.0149 0.0960
F -1.224 5.336 1.345 -0.0203 0.0220 -0.0119
S -0.773 2.997 0.326 0.0295 0.0360 0.1628
O -0.796 1.595 1.013 -0.4866 2.0196 0.1789
O -1.711 3.091 -0.732 -0.1026 0.0453 0.1154
N 0.727 3.361 0.056 -0.0396 -0.0702 -0.1751
S 1.557 2.346 -0.833 -0.1503 0.3637 -0.1542
O 0.578 1.338 -1.406 0.4893 0.7029 0.1253
O 2.644 1.728 -0.147 -0.0162 0.0575 -0.0028
C 2.210 3.317 -2.318 -0.0600 -0.0257 0.0418
F 2.041 2.550 -3.375 0.0347 -0.0668 -0.0605
F 1.528 4.426 -2.431 -0.0268 0.0506 -0.0139
F 3.479 3.543 -2.097 -0.0049 0.0550 0.0043
N 1.553 -1.210 -2.633 0.0669 0.1084 -0.0152
C 1.966 -1.517 -1.415 -0.0681 -0.0392 0.1199
N 1.262 -1.216 -0.308 0.7127 -0.6656 -0.2212
C 1.840 -1.818 0.841 -0.2414 0.0422 -0.1606
C 2.997 -2.443 0.604 0.1189 0.0030 0.0820
S 3.411 -2.384 -1.081 0.0186 -0.0492 0.0384
C 0.995 -1.681 2.026 -0.0843 0.0444 -0.2367
C 1.039 -2.215 3.252 0.0907 -0.0067 0.0599
S -0.383 -1.798 4.154 0.0104 -0.0165 0.0238
C -0.997 -0.925 2.804 -0.0818 -0.0265 0.0381
N -0.149 -0.899 1.771 0.0183 -0.1036 0.0492
N -2.199 -0.364 2.773 0.0739 0.0570 0.0345
H 0.617 -0.848 -2.777 -0.0328 -0.0164 -0.0014
H 2.104 -1.451 -3.440 -0.0105 -0.0076 -0.0231
H 3.644 -2.943 1.307 -0.0017 -0.0295 -0.0176
H 1.796 -2.848 3.685 -0.0004 0.0081 0.0135
H -2.790 -0.374 3.588 -0.0337 -0.0309 -0.0099
H -2.606 -0.099 1.884 -0.0027 0.0207 -0.0162
C -5.038 -0.280 -1.198 -0.0039 0.0012 0.0260
C -3.729 -1.030 -1.268 -0.0006 -0.0347 -0.0328
C -3.897 -2.487 -0.886 0.0410 -0.0153 0.0635
O -2.804 -0.444 -0.242 0.1329 0.0410 0.0615
B -1.591 -0.458 -0.821 -0.6958 -0.4046 -0.5289
O -1.510 -0.787 -2.124 0.1159 -0.0567 0.1339
C -2.933 -0.816 -2.599 -0.0550 0.0461 -0.0070
C -3.177 0.536 -3.241 0.0404 0.0357 0.0215
C -3.077 -1.942 -3.596 0.0226 0.0074 -0.0263
H -5.555 -0.523 -0.270 0.0003 0.0009 0.0029
H -5.683 -0.581 -2.025 0.0028 -0.0089 0.0168
H -4.892 0.796 -1.246 -0.0005 0.0050 -0.0156
H -4.234 -2.545 0.148 -0.0350 -0.0060 -0.0087
H -2.963 -3.043 -0.977 -0.0080 0.0014 0.0065
H -4.649 -2.965 -1.512 0.0215 -0.0048 -0.0152
H -3.020 1.353 -2.535 -0.0264 -0.0133 -0.0097
H -4.194 0.600 -3.629 0.0142 -0.0030 -0.0058
H -2.490 0.664 -4.077 0.0033 0.0056 -0.0005
H -2.699 -2.884 -3.207 -0.0188 -0.0025 0.0057
H -2.535 -1.698 -4.509 0.0007 -0.0028 0.0010
H -4.127 -2.071 -3.860 0.0051 0.0089 -0.0030
```
Positions in Å, forces in eV/Å.

Computed properties:
- frontier orbital gap (alpha / beta) (Eh) = 0.2335 / 0.2540
- energy above the lowest of the compared OMol25 structures with the same formula, charge and spin (eV) = 0.000
- total charge = +2
- expectation value of S² = 0.76
- LUMO level (alpha / beta) (eV) = -8.06 / -7.51
- 2S+1 = 2

Results of the Mulliken charge analysis, in e, for atoms 1 through 6: atom 1 (V): 0.173, atom 2 (F): -0.161, atom 3 (C): 0.614, atom 4 (F): -0.164, atom 5 (F): -0.146, atom 6 (S): 1.214


We obtain DFT total energy values of -192117.5193, -161505.4316, -120542.7375 eV for the records listed above, in that order.